Record 1
A cluster of 2 separate species, C4O3 in total, computed with ωB97M-V/def2-TZVPD.

The calculation puts the total energy at -10288.0915 eV. The molar mass comes out at 96.04 g mol⁻¹. The calculation puts the LUMO energy at -0.110 eV. The orbital gap is 0.3784 Ha.

CARTESIAN COORDINATES (ANGSTROEM)
1 C -0.3485 -0.3384 0.2920
2 C -0.2045 0.8654 0.7341
3 C 1.4350 0.3239 -1.4445
4 C -0.5981 -1.5471 0.5399
5 O 1.0309 1.3500 -1.7569
6 O -1.0255 -2.6414 0.6229
7 O -0.2892 1.9877 1.0125

These are the natural (NBO) partial charges, in e, on atoms 1 to 2: -0.66 0.78


Record 2
A structure of composition C50H106AsF6MnN10O10, computed with ωB97M-V/def2-TZVPD.

Its spin multiplicity is 6. Its charge is +1. The calculation puts the total energy at -197392.5074 eV. The molar mass comes out at 1251.31 g mol⁻¹. The calculation puts the LUMO energy (spin up / spin down) at -6.044 / -6.159 eV. The orbital gap (spin up / spin down) is 0.0896 / 0.0853 Ha.

CARTESIAN COORDINATES (ANGSTROEM)
1 Mn -29.1029 11.1334 15.9535
2 As -25.9815 11.4776 20.2114
3 F -24.4955 11.4853 19.2175
4 F -25.0035 11.5220 21.7432
5 F -27.5157 11.3601 21.1905
6 F -26.9899 11.5464 18.7168
7 F -26.0444 9.6577 20.1357
8 F -26.0209 13.3008 20.1903
9 C -29.4299 4.5509 19.5312
10 C -30.7216 5.0137 20.2463
11 C -30.8974 6.5054 20.5249
12 C -30.6614 7.4362 19.4063
13 N -30.4272 8.1682 18.5027
14 H -29.4114 3.4612 19.5142
15 H -28.5300 4.9549 19.9948
16 H -29.3755 4.8634 18.4884
17 H -30.7721 4.4674 21.1882
18 H -31.5292 4.6685 19.6007
19 H -30.2113 6.8562 21.2958
20 H -31.8793 6.6046 20.9876
21 C -31.4241 17.1561 22.5135
22 C -31.0031 15.9760 21.6454
23 C -31.6526 15.9872 20.2208
24 C -31.0720 14.9397 19.3442
25 N -30.6624 14.1247 18.6825
26 H -32.3972 17.5277 22.1924
27 H -30.6850 17.9541 22.4428
28 H -31.4773 16.9760 23.5872
29 H -31.3014 15.0244 22.0853
30 H -29.9368 15.9114 21.4286
31 H -31.5049 16.9744 19.7830
32 H -32.7017 15.7100 20.3239
33 C -31.2493 9.6631 26.4191
34 C -30.8063 11.0377 25.8108
35 C -31.8162 12.1275 26.2640
36 C -31.9275 12.3046 27.7494
37 N -31.9655 12.4780 28.8701
38 H -32.1461 9.3530 25.8826
39 H -31.4188 9.6037 27.4942
40 H -30.4737 8.9349 26.1818
41 H -30.6437 10.9874 24.7342
42 H -29.8228 11.2573 26.2262
43 H -32.7554 11.8884 25.7652
44 H -31.5116 13.0708 25.8106
45 C -30.6884 16.7101 10.7060
46 O -29.4014 16.7151 11.3539
47 C -29.0345 17.9203 11.9772
48 C -27.7161 17.7856 12.8142
49 N -28.0038 17.3482 14.1968
50 C -26.8384 17.5258 14.9891
51 C -27.1479 17.2077 16.4426
52 O -28.2389 17.9216 16.9910
53 C -27.9369 18.8005 18.0280
54 H -30.7536 17.5563 10.0220
55 H -31.4651 16.8127 11.4638
56 H -30.8184 15.8598 10.0365
57 H -29.8282 18.1728 12.6803
58 H -28.9411 18.7218 11.2444
59 H -27.2666 18.7784 12.8348
60 H -27.0538 17.0486 12.3600
61 H -28.7958 17.7319 14.6924
62 H -26.4767 18.5540 14.9826
63 H -26.0037 16.9191 14.6383
64 H -26.2953 17.4567 17.0744
65 H -27.3638 16.1485 16.5828
66 H -27.6692 18.3506 18.9840
67 H -28.7583 19.5077 18.1432
68 H -27.1385 19.5072 17.8014
69 C -27.2459 16.9720 28.2705
70 O -26.7038 17.3293 26.9527
71 C -26.6023 16.1654 26.1022
72 C -25.8544 16.5042 24.8349
73 N -24.4689 16.7955 25.2617
74 C -23.6747 17.3900 24.2293
75 C -23.9204 18.8867 24.1825
76 O -23.5979 19.4542 25.5033
77 C -22.1843 19.8775 25.5419
78 H -26.6078 16.2987 28.8428
79 H -28.1752 16.4041 28.2273
80 H -27.5014 17.8301 28.8922
81 H -27.5846 15.7928 25.8116
82 H -26.1870 15.3156 26.6439
83 H -26.3111 17.3339 24.2953
84 H -25.8522 15.6396 24.1710
85 H -24.4944 17.3684 26.0931
86 H -23.8906 16.9101 23.2748
87 H -22.6202 17.2544 24.4694
88 H -24.9274 19.0938 23.8205
89 H -23.2983 19.3891 23.4418
90 H -21.9374 20.2912 26.5197
91 H -21.9865 20.6546 24.8036
92 H -21.5383 19.0109 25.4008
93 C -24.8301 5.3775 24.8403
94 O -23.6604 5.1009 25.5727
95 C -22.7434 4.2909 24.8377
96 C -21.4462 4.2118 25.7031
97 N -21.8002 3.7731 27.0356
98 C -22.0739 2.2995 27.1270
99 C -22.1120 1.7921 28.5913
100 O -22.4300 0.4097 28.6467
101 C -22.6303 -0.1270 29.9192
102 H -25.2192 4.4961 24.3306
103 H -24.5147 6.1005 24.0881
104 H -25.5636 5.9032 25.4518
105 H -22.4505 4.8544 23.9518
106 H -23.1571 3.3135 24.5895
107 H -20.9113 5.1613 25.6815
108 H -20.7488 3.5279 25.2192
109 H -22.6649 4.2434 27.2621
110 H -21.2463 1.8154 26.6084
111 H -23.0401 2.1149 26.6576
112 H -22.7340 2.4381 29.2109
113 H -21.0906 1.9296 28.9462
114 H -21.6630 -0.2486 30.4068
115 H -23.0827 -1.1053 29.7569
116 H -23.3264 0.4425 30.5350
117 C -23.3987 4.0874 16.8796
118 O -22.5696 5.2213 17.1389
119 C -22.2486 5.4024 18.5507
120 C -21.3768 6.6317 18.7549
121 N -20.0259 6.2043 18.3291
122 C -18.9571 7.2494 18.1001
123 C -17.6954 6.6038 17.7214
124 O -17.7011 6.0256 16.4060
125 C -16.5911 5.2025 16.1564
126 H -22.8259 3.2090 17.1772
127 H -23.6675 4.0076 15.8263
128 H -24.3453 4.1046 17.4197
129 H -21.9512 4.4552 19.0007
130 H -23.2066 5.6769 18.9922
131 H -21.3684 7.0627 19.7561
132 H -21.7431 7.3810 18.0530
133 H -20.0203 5.5173 17.5888
134 H -18.7257 7.6424 19.0901
135 H -19.1404 8.1204 17.4709
136 H -17.4227 5.8188 18.4267
137 H -16.9234 7.3721 17.7656
138 H -16.9616 4.6588 15.2874
139 H -16.3050 4.6011 17.0192
140 H -15.7847 5.8834 15.8841
141 C -26.5669 9.0567 15.3247
142 O -27.0728 10.3000 14.8681
143 C -26.1625 11.0772 14.1699
144 C -26.5465 12.5710 14.1151
145 N -28.0107 12.6941 14.1680
146 C -28.6114 12.2631 12.9155
147 C -30.1370 12.1740 13.0092
148 O -30.6012 11.6490 14.2500
149 C -32.0313 11.1838 14.2960
150 H -25.6956 9.1460 15.9735
151 H -26.3903 8.3058 14.5546
152 H -27.3556 8.6538 15.9601
153 H -26.2076 10.7483 13.1317
154 H -25.1537 10.8922 14.5390
155 H -26.0726 13.0651 13.2669
156 H -26.0659 13.0377 14.9749
157 H -28.1166 13.6958 14.2424
158 H -28.2876 11.2976 12.5268
159 H -28.2841 12.9206 12.1101
160 H -30.5188 11.5103 12.2334
161 H -30.6373 13.1326 12.8721
162 H -32.2850 10.3412 13.6527
163 H -32.6618 11.9708 13.8824
164 H -32.4628 11.0126 15.2822
165 N -21.4302 11.5172 25.2210
166 C -20.5805 12.4016 25.8072
167 C -19.3960 11.7283 26.1827
168 C -19.5527 10.3877 25.7876
169 C -20.8705 10.2661 25.2836
170 H -22.3151 11.7544 24.7958
171 H -20.8245 13.4503 25.8921
172 H -18.5538 12.1242 26.7307
173 H -18.8114 9.6250 25.9750
174 H -21.3681 9.3695 24.9445
175 N -21.7149 13.8146 16.4624
176 C -21.6638 15.1587 16.7696
177 C -20.9918 15.7398 15.6999
178 C -20.6660 14.8406 14.7358
179 C -21.1173 13.6236 15.2142
180 H -22.0050 13.0210 17.0158
181 H -22.0956 15.5898 17.6608
182 H -20.7551 16.7935 15.7019
183 H -20.2008 15.0454 13.7829
184 H -21.0859 12.7051 14.6468

These are the Mulliken partial charges, in e, on atoms 1 to 2: 1.34 2.11


Record 3
A structure of composition C50H110Br24Cl6N6, computed with ωB97M-V/def2-TZVPD.

The calculation puts the total energy at -1818725.6819 eV. The molar mass comes out at 2925.89 g mol⁻¹. The calculation puts the LUMO energy at -0.526 eV. The orbital gap is 0.2772 Ha.

CARTESIAN COORDINATES (ANGSTROEM)
1 C 4.6827 -1.0650 3.3632
2 Br 3.8255 -1.6148 1.6510
3 Br 6.4119 -1.9542 3.5447
4 Br 3.4211 -1.4450 4.8395
5 H 4.8078 0.0094 3.3476
6 C -3.1587 -7.0800 -0.8611
7 Br -1.3724 -6.4911 -0.3863
8 Br -4.4459 -5.6685 -0.8326
9 Br -3.7017 -8.7236 0.0688
10 H -3.0691 -7.3730 -1.9178
11 C -0.7213 -1.7765 0.6517
12 Br -0.8597 0.0139 -0.0308
13 Br -2.3668 -2.7729 0.4937
14 Br -0.1454 -1.7662 2.5286
15 H 0.0811 -2.3289 0.0676
16 C -2.9069 4.5847 -1.3768
17 Br -3.0341 2.6750 -1.8584
18 Br -3.5860 4.9959 0.3409
19 Br -3.5633 5.8238 -2.7850
20 H -1.8567 4.8249 -1.3542
21 C 2.6058 3.0019 3.7968
22 Br 3.5891 2.5538 5.3768
23 Br 1.6189 1.4465 2.9856
24 Br 3.7884 3.9302 2.4768
25 H 1.8398 3.7081 4.0832
26 C -0.7585 -3.5970 -4.8329
27 Br 1.0346 -4.3304 -5.2342
28 Br -0.9663 -1.7558 -5.2954
29 Br -1.3013 -3.9993 -2.9528
30 H -1.4791 -4.1379 -5.4132
31 C 2.6322 2.7851 -1.2292
32 Br 3.3620 1.2130 -0.3366
33 Br 3.9381 4.1194 -1.5092
34 Br 0.9849 3.3780 -0.3031
35 H 2.3616 2.4176 -2.2417
36 C -1.0431 -3.1878 6.6214
37 Br -1.9080 -4.3862 7.8209
38 Br -2.3586 -2.0448 5.5017
39 Br 0.1874 -4.0678 5.4420
40 H -0.5475 -2.3922 7.2196
41 Cl 4.9955 -2.4242 -2.0126
42 C 3.6733 -3.3409 -2.7169
43 C 2.3407 -3.2634 -1.9792
44 Cl 1.8809 -1.5469 -1.7735
45 H 4.0057 -4.3472 -2.8110
46 H 3.5887 -2.9014 -3.7037
47 H 2.4780 -3.7164 -1.0203
48 H 1.5288 -3.6900 -2.5413
49 Cl -2.0346 2.6436 4.3247
50 C -2.7625 2.2095 2.7680
51 C -3.6473 1.0272 3.0980
52 Cl -4.6626 0.6323 1.6742
53 H -1.9307 2.0569 2.0996
54 H -3.3221 3.0380 2.3303
55 H -4.3298 1.3525 3.8873
56 H -3.0342 0.1915 3.4734
57 Cl -5.0284 -3.7064 2.5730
58 C -3.7031 -4.5010 3.4765
59 C -3.5291 -5.9226 2.9893
60 Cl -2.1877 -6.7010 3.9335
61 H -3.9773 -4.4550 4.5250
62 H -2.8681 -3.8522 3.2181
63 H -3.2451 -6.0096 1.9248
64 H -4.3755 -6.5486 3.1507
65 C 1.5576 -6.1477 2.1766
66 C 2.0048 -5.2327 0.9961
67 N 2.9249 -5.8394 0.0384
68 C 2.2586 -6.8700 -0.7558
69 C 3.0432 -7.2083 -2.0318
70 C 4.1785 -6.3262 0.6718
71 C 5.0130 -5.1151 1.0742
72 H 0.6993 -5.7040 2.6999
73 H 2.3119 -6.2289 2.9933
74 H 1.3147 -7.1727 1.8974
75 H 1.1328 -4.8418 0.4575
76 H 2.5509 -4.3244 1.3586
77 H 2.0673 -7.7647 -0.1066
78 H 1.2448 -6.5859 -1.0396
79 H 3.3722 -6.2609 -2.4841
80 H 3.9397 -7.7961 -1.8471
81 H 2.4050 -7.6839 -2.7581
82 H 4.7957 -6.8347 -0.0755
83 H 3.9669 -7.0765 1.4231
84 H 5.3888 -4.6164 0.1353
85 H 5.9048 -5.3742 1.6703
86 H 4.4864 -4.3553 1.6375
87 C 6.5978 0.7230 -5.3653
88 C 5.4977 1.5603 -4.6404
89 N 4.1167 1.2887 -5.1633
90 C 3.2366 2.4603 -5.0830
91 C 3.4549 3.3173 -6.3097
92 C 3.4901 0.0994 -4.5168
93 C 2.6023 -0.6538 -5.4824
94 H 7.6387 1.0417 -5.0833
95 H 6.4644 0.9265 -6.4208
96 H 6.5684 -0.3548 -5.2253
97 H 5.5322 1.2412 -3.6229
98 H 5.7120 2.5920 -4.7266
99 H 2.1723 2.1914 -5.0307
100 H 3.3674 3.0388 -4.1164
101 H 4.4512 3.7289 -6.3779
102 H 3.2166 2.8108 -7.2000
103 H 2.7880 4.1941 -6.2645
104 H 3.0251 0.4602 -3.5545
105 H 4.2375 -0.6054 -4.1166
106 H 2.0623 -1.4485 -4.9839
107 H 3.2097 -1.0824 -6.2808
108 H 1.8696 -0.0055 -5.9044
109 C -1.3183 5.5129 -6.8654
110 C -0.1613 4.4412 -6.7426
111 N -0.2246 3.5068 -5.5804
112 C -0.1312 4.0504 -4.2578
113 C 0.9702 5.0986 -4.0857
114 C -1.2958 2.5345 -5.6351
115 C -1.2819 1.6054 -6.8283
116 H -1.2627 6.0467 -7.8243
117 H -1.1826 6.2640 -6.0769
118 H -2.2810 5.0174 -6.8707
119 H -0.1530 3.7328 -7.5796
120 H 0.8139 4.9452 -6.7022
121 H -1.0339 4.5492 -3.8786
122 H 0.1613 3.2269 -3.5725
123 H 1.0783 5.3647 -3.0476
124 H 1.9987 4.8081 -4.4008
125 H 0.8564 6.0524 -4.5920
126 H -2.3093 2.9272 -5.5416
127 H -1.1914 1.9779 -4.6909
128 H -0.2836 1.1234 -6.9442
129 H -1.6098 2.0988 -7.7208
130 H -2.0300 0.8194 -6.6740
131 C -5.4015 -3.8687 -4.7044
132 C -6.3764 -2.9180 -4.0493
133 N -6.0194 -2.3737 -2.7830
134 C -4.6745 -1.8334 -2.7617
135 C -4.3344 -0.7017 -3.6843
136 C -7.0569 -1.5552 -2.1963
137 C -6.7624 -0.8054 -0.9249
138 H -5.8280 -4.3666 -5.5643
139 H -5.0037 -4.5942 -3.9844
140 H -4.4568 -3.3464 -4.9856
141 H -6.5243 -2.0661 -4.7481
142 H -7.3826 -3.3445 -3.8827
143 H -4.4218 -1.6375 -1.7566
144 H -3.9993 -2.6573 -2.9644
145 H -3.2316 -0.6565 -3.8329
146 H -4.7348 -0.7764 -4.7017
147 H -4.7758 0.2526 -3.3470
148 H -7.8975 -2.2575 -2.0198
149 H -7.4625 -0.8400 -2.9228
150 H -6.1276 0.0698 -1.0916
151 H -6.3663 -1.4776 -0.1256
152 H -7.6606 -0.3105 -0.5641
153 C -1.8100 9.0182 2.5532
154 C -0.4424 8.9796 1.8466
155 N 0.2057 7.7000 2.0896
156 C -0.2671 6.6112 1.2329
157 C -0.3216 5.3229 2.0874
158 C 1.6433 7.7843 2.2331
159 C 2.0152 8.2702 3.6178
160 H -2.5632 8.3660 2.1021
161 H -2.2487 10.0144 2.4469
162 H -1.7186 8.9059 3.6357
163 H -0.6761 9.2895 0.8406
164 H 0.2325 9.7224 2.3109
165 H -1.2429 6.9413 0.8861
166 H 0.4063 6.4841 0.3549
167 H 0.6647 5.1025 2.4863
168 H -1.0110 5.4635 2.8946
169 H -0.6704 4.4483 1.5152
170 H 2.0757 8.3782 1.4251
171 H 2.0395 6.7834 2.1214
172 H 3.1178 8.2087 3.8712
173 H 1.5166 7.5954 4.3170
174 H 1.6132 9.2739 3.7895
175 C -0.0957 0.8418 6.6315
176 C 0.8050 0.0909 7.6640
177 N 0.0653 -0.9354 8.4212
178 C -0.9635 -0.2984 9.2622
179 C -2.0437 -1.2338 9.7741
180 C 0.9510 -1.6664 9.3258
181 C 1.8308 -2.7439 8.6158
182 H -0.7861 0.2460 6.0931
183 H 0.5236 1.3309 5.8807
184 H -0.4945 1.6820 7.1920
185 H 1.7045 -0.3717 7.2368
186 H 1.1198 0.8221 8.4484
187 H -0.4728 0.2467 10.0867
188 H -1.4068 0.4508 8.6325
189 H -2.4907 -1.6764 8.8583
190 H -1.6176 -2.0368 10.3703
191 H -2.8498 -0.7417 10.3293
192 H 0.3717 -2.2195 10.0607
193 H 1.5982 -0.9592 9.8487
194 H 2.5410 -3.2072 9.3263
195 H 2.5312 -2.3581 7.8948
196 H 1.2408 -3.4773 8.0761

These are the Mulliken partial charges, in e, on atoms 1 to 2: -0.53 0.14